Arrangement i

Here is a molecular structure, C3H4S2 from OMol25. Energies are from ωB97M-V/def2-TZVPD.

Geometry (Å):
1 S 1.37 0.28 -1.85
2 S -0.48 0.43 0.18
3 C 0.88 -0.33 -0.48
4 C -1.88 -0.41 2.34
5 C -0.80 -0.64 1.44
6 H -2.13 0.63 2.52
7 H 1.30 -1.18 -0.04
8 H -2.31 -1.10 2.97
9 H -0.29 -1.56 1.40

Output
HOMO level	-8.5	eV
orbital gap	8.1	eV
lowest unoccupied orbital energy	-0.34	eV
charge	0

Arrangement ii

Here is a single C3H4S2 molecule from OMol25. Energies are from ωB97M-V/def2-TZVPD.

Geometry (Å):
1 S 1.81 0.07 -0.37
2 S -1.73 2.14 -0.48
3 C 0.20 0.33 0.47
4 C 0.59 -1.09 0.34
5 C -0.89 0.75 -0.49
6 H 0.03 -1.48 -0.55
7 H -1.01 0.27 -1.39
8 H 0.92 -1.84 1.07
9 H 0.10 0.86 1.40

Output
HOMO level	-8.9	eV
orbital gap	8.3	eV
lowest unoccupied orbital energy	-0.58	eV
SMILES	S=C[C@H]1CS1
charge	0

The least stable of them is arrangement i.

Arrangement i

Here is a single C3H4S2 molecule from OMol25. Energies are from ωB97M-V/def2-TZVPD.

Geometry (Å):
1 S 1.05 -1.97 -0.01
2 S -2.73 0.25 0.16
3 C 0.28 -0.51 0.02
4 C -1.20 -0.55 -0.16
5 C 0.92 0.87 0.13
6 H 1.89 0.79 0.42
7 H 0.29 1.52 0.69
8 H 0.85 1.15 -0.94
9 H -1.36 -1.57 -0.30

Output
HOMO level (alpha / beta)	-9.2 / -9.2	eV
orbital gap (alpha / beta)	6.9 / 6.9	eV
lowest unoccupied orbital energy (alpha / beta)	-2.27 / -2.27	eV
SMILES	CC(=S)C=S
charge	0

Arrangement ii

Here is a molecular structure, C3H4S2 from OMol25. Energies are from ωB97M-V/def2-TZVPD.

Geometry (Å):
1 S -1.49 -0.24 -0.41
2 S 1.24 -0.64 -0.36
3 C 0.87 0.95 -0.12
4 C -0.49 1.15 -0.02
5 C -0.34 -1.31 0.15
6 H -0.53 -2.19 -0.40
7 H -0.72 2.16 0.27
8 H 1.80 1.77 -0.36
9 H -0.34 -1.67 1.25

Output
HOMO level	-7.8	eV
orbital gap	8.5	eV
lowest unoccupied orbital energy	0.77	eV
charge	0

The least stable of them is arrangement i.

Arrangement i

Here is a single C3H2N2O3 molecule from OMol25. Energies are from ωB97M-V/def2-TZVPD.

Geometry (Å):
1 O -0.95 -1.22 0.58
2 O -2.67 0.19 0.06
3 O 1.96 0.32 0.44
4 N 0.80 1.46 0.10
5 N 0.28 -1.67 -0.25
6 C -1.43 -0.01 0.08
7 C -0.39 1.11 -0.10
8 C 1.28 -0.96 -0.12
9 H 2.18 -1.11 -0.50
10 H -1.06 1.89 -0.30

Output
HOMO level	-11.4	eV
orbital gap	10.3	eV
lowest unoccupied orbital energy	-1.13	eV
SMILES	O=C1C=NOC=NO1
charge	0

Arrangement ii

Here is a single C3H2N2O3 molecule from OMol25. Energies are from ωB97M-V/def2-TZVPD.

Geometry (Å):
1 O 0.83 0.86 0.08
2 O 1.95 -1.18 -0.08
3 O -2.59 -1.18 -0.08
4 N -0.27 -1.36 0.19
5 N -1.48 0.79 0.06
6 C 0.79 -0.51 -0.01
7 C -1.50 -0.60 0.03
8 C -0.41 1.47 -0.02
9 H 2.81 -0.73 0.05
10 H -0.13 2.44 -0.22

Output
HOMO level	-10.3	eV
orbital gap	10.2	eV
lowest unoccupied orbital energy	-0.12	eV
SMILES	O=c1ncoc(O)n1
charge	0

The least stable of them is arrangement i.

Arrangement i

Here is 2 unconnected molecules or ions with the total composition F2H2O2Si from OMol25. Energies are from ωB97M-V/def2-TZVPD.

Geometry (Å):
1 Si -0.70 -0.03 0.25
2 F -1.43 -1.00 1.29
3 F -1.18 1.47 0.41
4 O -0.90 -0.56 -1.22
5 O 2.12 0.22 0.33
6 H -0.53 -1.14 -1.76
7 H 2.62 1.04 0.70

Output
HOMO level (alpha / beta)	-10.3 / -9.1	eV
orbital gap (alpha / beta)	8.9 / 7.6	eV
lowest unoccupied orbital energy (alpha / beta)	-1.38 / -1.51	eV
charge	0

Arrangement ii

Here is a single F2H2O2Si molecule from OMol25. Energies are from ωB97M-V/def2-TZVPD.

Geometry (Å):
1 Si 0.22 -0.19 0.30
2 F 1.31 -0.74 1.17
3 F 0.95 1.66 -0.35
4 O 0.02 -0.79 -1.14
5 O -1.06 0.08 1.22
6 H 0.38 -0.25 -1.80
7 H -1.83 0.22 0.60

Output
HOMO level	-12.2	eV
orbital gap	12.2	eV
lowest unoccupied orbital energy	0.02	eV
SMILES	O[Si](O)(F)F
charge	0

The least stable of them is arrangement i.

Arrangement i

Here is a single C6H11NO2 molecule from OMol25. Energies are from ωB97M-V/def2-TZVPD.

Geometry (Å):
1 O 2.62 -1.90 -0.19
2 O -0.48 -2.25 -0.06
3 N 1.48 0.00 0.56
4 C 0.53 1.17 0.58
5 C 0.01 -0.22 0.74
6 C 0.45 2.16 -0.58
7 C -2.42 -0.70 -0.01
8 C -0.87 -0.96 -0.24
9 C 2.53 -0.69 -0.02
10 H 0.71 3.12 -0.14
11 H -2.52 0.34 -0.01
12 H -2.83 -0.93 0.93
13 H 0.48 -2.39 -0.26
14 H 1.11 1.86 -1.46
15 H 0.34 1.52 1.63
16 H -0.29 -0.57 1.72
17 H -3.04 -1.22 -0.71
18 H -0.60 2.24 -0.88
19 H -0.58 -0.52 -1.24
20 H 3.37 -0.06 -0.36

Output
HOMO level	-9.7	eV
orbital gap	10.4	eV
lowest unoccupied orbital energy	0.73	eV
SMILES	C[C@H](O)[C@@H]1[C@H](C)N1C=O
charge	0

Arrangement ii

Here is 2 unconnected molecules or ions with the total composition C6H11NO2 from OMol25. Energies are from ωB97M-V/def2-TZVPD.

Geometry (Å):
1 O 0.28 0.31 0.98
2 O -0.42 2.00 -0.42
3 N 3.07 -2.54 -0.39
4 C 0.59 -0.94 1.25
5 C -1.73 -1.36 -0.90
6 C -0.31 0.64 -0.13
7 C -0.20 2.89 0.62
8 C -0.82 -0.18 -1.26
9 C 3.14 -1.57 0.22
10 H -0.75 3.78 0.41
11 H -1.11 -2.22 -1.16
12 H 0.74 -1.13 2.24
13 H -1.30 0.45 -1.97
14 H 3.02 -0.71 0.75
15 H -1.99 -1.33 0.18
16 H 0.03 -1.67 0.72
17 H -0.48 2.51 1.62
18 H 0.03 -0.54 -1.78
19 H -2.64 -1.39 -1.54
20 H 0.86 2.99 0.55

Output
HOMO level (alpha / beta)	-7.1 / -6.5	eV
orbital gap (alpha / beta)	7.8 / 7.1	eV
lowest unoccupied orbital energy (alpha / beta)	0.69 / 0.65	eV
charge	0

The least stable of them is arrangement ii.

Arrangement i

Here is 2 unconnected molecules or ions with the total composition C6H11NO2 from OMol25. Energies are from ωB97M-V/def2-TZVPD.

Geometry (Å):
1 O 3.44 0.81 -1.90
2 O 3.52 0.67 0.42
3 N -0.45 0.06 0.38
4 C 0.60 -0.69 -1.58
5 C 3.42 0.71 -0.73
6 C -0.47 -1.03 1.35
7 C -0.61 1.41 0.96
8 C -1.72 -0.21 -0.34
9 C 0.85 0.08 -0.54
10 H -1.43 -0.96 1.80
11 H -1.17 1.97 0.12
12 H 1.40 -0.81 -2.30
13 H 0.33 -0.96 1.94
14 H -1.42 1.40 1.70
15 H -2.58 0.08 0.39
16 H 0.39 1.64 1.20
17 H -0.41 -1.91 0.71
18 H -1.65 0.45 -1.25
19 H -0.26 -1.38 -1.83
20 H -1.77 -1.34 -0.50

Output
HOMO level	-8.0	eV
orbital gap	8.6	eV
lowest unoccupied orbital energy	0.59	eV
charge	0

Arrangement ii

Here is a single C6H11NO2 molecule from OMol25. Energies are from ωB97M-V/def2-TZVPD.

Geometry (Å):
1 O 1.47 -0.23 0.04
2 O 0.61 1.68 -0.64
3 N -2.34 -0.02 0.35
4 C 2.75 1.02 -1.55
5 C 0.05 0.10 0.71
6 C 0.00 0.48 1.98
7 C -1.02 -2.06 0.13
8 C -1.05 -0.55 -0.09
9 C 1.69 0.77 -0.80
10 H -0.04 -2.46 -0.12
11 H 0.86 0.90 2.48
12 H -3.09 -0.45 -0.18
13 H 0.92 2.59 -0.75
14 H -0.88 0.25 2.55
15 H -1.26 -2.29 1.16
16 H -2.39 0.98 0.19
17 H 3.52 0.27 -1.64
18 H -0.84 -0.35 -1.15
19 H 2.82 1.91 -2.15
20 H -1.76 -2.54 -0.52

Output
HOMO level	-8.6	eV
orbital gap	9.3	eV
lowest unoccupied orbital energy	0.71	eV
SMILES	C=C(O)OC(=C)[C@@H](C)N
charge	0

Arrangement iii

Here is 2 unconnected molecules or ions with the total composition C6H11NO2 from OMol25. Energies are from ωB97M-V/def2-TZVPD.

Geometry (Å):
1 O -1.28 -0.75 1.57
2 O -0.87 -1.74 -0.39
3 N 0.91 1.71 0.65
4 C -1.66 1.96 -0.86
5 C 0.71 1.24 -0.53
6 C 0.26 -2.55 1.59
7 C -0.67 -1.68 0.82
8 C -0.59 1.27 -1.26
9 C 1.87 0.56 -1.22
10 H -2.58 1.91 -1.44
11 H 2.75 1.21 -1.18
12 H 1.28 -2.16 1.51
13 H 1.65 0.35 -2.27
14 H -0.65 0.66 -2.16
15 H -1.67 2.59 0.02
16 H 2.10 -0.37 -0.70
17 H -0.04 -2.57 2.65
18 H -1.78 -0.21 0.93
19 H 0.20 -3.57 1.21
20 H 0.07 2.13 1.05

Output
HOMO level	-9.8	eV
orbital gap	10.1	eV
lowest unoccupied orbital energy	0.30	eV
SMILES	[H]/N=C(/C)C=C.CC(=O)O
charge	0

The least stable of them is arrangement i.